The molecule C2H4BClO3 at a distorted geometry. Source: the Open Molecules 2025 dataset; level of theory: ωB97M-V with the def2-TZVPD basis set.

Calculated values
- SMILES: C=C(Cl)OB(O)O
- Maximum force: 6.71 eV/A
- HOMO level: -9.6 eV
- DFT total energy: -21481.5315 eV
- HOMO-LUMO gap: 9.84 eV
- LUMO level: 0.252 eV
- 2S+1: 1

```
11
Properties=species:S:1:pos:R:3:forces:R:3:mulliken_charge:R:1
C -1.984322 1.289989 1.019614 0.2422 -1.5076 -1.7774 -0.704
C -1.802312 0.089269 0.435703 4.5992 0.0238 4.8796 0.528
Cl -2.814115 -0.569474 -0.628857 -1.6802 -1.5332 -1.7211 -0.139
O -0.611775 -0.929239 1.037006 -3.1025 2.4854 -1.1949 -0.442
B 0.208272 -1.440833 0.061992 -0.2686 -0.4600 1.4834 0.629
O 0.011338 -0.863173 -1.129859 0.8713 -0.2010 -4.5486 -0.523
O 1.113165 -2.429384 0.431964 -3.3570 1.0658 2.2838 -0.467
H -2.850830 1.716760 0.544648 -0.2120 0.7538 0.3488 0.243
H -1.329070 1.903051 1.620825 0.0288 -0.5907 0.2126 0.306
H 0.248815 -1.201934 -2.065117 -0.2978 0.5747 2.8798 0.303
H 1.751325 -2.474917 -0.196199 3.1767 -0.6110 -2.8459 0.266
```
Positions in Å, forces in eV/Å.

A 2-piece molecular cluster, C2H4BNO2 overall at a distorted geometry. Source: the Open Molecules 2025 dataset; level of theory: ωB97M-V with the def2-TZVPD basis set.

Calculated values
- Maximum force: 6.22 eV/A
- HOMO level (spin up / spin down): -8.6 / -8.6 eV
- DFT total energy: -8397.4946 eV
- HOMO-LUMO gap (spin up / spin down): 7.27 / 7.27 eV
- LUMO level (spin up / spin down): -1.292 / -1.292 eV
- 2S+1: 1

```
10
Properties=species:S:1:pos:R:3:forces:R:3:mulliken_charge:R:1
B 0.182705 -0.378814 0.522804 -0.3141 1.4182 -0.1915 0.687
C 3.591920 -2.183695 -0.421231 -1.0651 0.5680 0.5287 -0.420
C -1.412484 1.077754 -0.959223 -3.7611 -4.8519 1.0091 -0.440
N 2.636937 -1.675630 0.054808 -0.8278 0.4343 -0.1226 -0.315
O -0.062939 -0.342907 1.818588 -0.1345 -0.3623 -1.1700 -0.407
O -0.355904 0.178932 -0.515077 1.4287 -1.7777 -0.2082 -0.249
H -2.110085 1.055909 -0.066564 0.5416 0.6812 -1.2427 0.274
H -2.042951 0.641412 -1.888479 2.0635 0.9161 2.1035 0.220
H -0.947094 1.948859 -1.115369 1.3062 3.3504 -0.8289 0.270
H 0.519896 -0.321821 2.569743 0.7626 -0.3762 0.1225 0.380
```
Positions in Å, forces in eV/Å.

C2H4BeF3NO4S as an isolated structure at a distorted geometry. Source: the Open Molecules 2025 dataset; level of theory: ωB97M-V with the def2-TZVPD basis set.

Calculated values
- Maximum force: 7.73 eV/A
- HOMO level: -9.0 eV
- DFT total energy: -31205.1173 eV
- HOMO-LUMO gap: 8.02 eV
- LUMO level: -0.991 eV
- 2S+1: 1

```
16
Properties=species:S:1:pos:R:3:forces:R:3:mulliken_charge:R:1
O 1.372404 -0.585614 -0.536786 5.7918 -0.9879 -2.7363 0.103
C 1.942672 0.706923 -0.753165 1.1646 1.3665 0.0021 -0.644
Be 0.003779 -0.608360 -0.334940 -7.4686 -1.5598 1.2259 -0.312
H 1.942327 1.244209 0.203225 -0.0206 -0.2483 -0.1838 0.300
H 2.973510 0.608158 -1.115486 -0.4212 -0.0027 0.0291 0.329
H 1.335503 1.272659 -1.469177 0.1613 -0.3310 0.0629 0.281
O -1.563639 -1.214761 -0.176785 2.2192 0.1097 -0.7946 -0.565
H 1.962369 -1.404811 -0.640745 -1.0864 2.0183 0.1745 0.573
N -1.146346 -0.043267 0.578922 0.7614 1.0678 0.0462 0.214
S -0.903244 -0.387100 2.109726 -1.7502 0.3565 3.8899 1.040
O -0.084063 0.639274 2.767080 -0.6982 -1.1911 -1.5163 -0.640
O -2.108615 -0.831175 2.821735 1.9706 0.5829 -1.4228 -0.624
C 0.171544 -1.942806 2.159775 -1.1337 0.0977 0.5715 0.618
F -0.543152 -3.049826 2.189570 0.0640 -0.0714 0.0229 -0.201
F 1.000771 -1.930326 3.187580 0.1391 0.0218 0.0217 -0.219
F 0.918092 -1.971519 1.027664 0.3069 -1.2290 0.6071 -0.253
```
Positions in Å, forces in eV/Å.

C2H4BiO as an isolated structure at a distorted geometry. Source: the Open Molecules 2025 dataset; level of theory: ωB97M-V with the def2-TZVPD basis set.

Calculated values
- Maximum force: 5.81 eV/A
- HOMO level (spin up / spin down): -25.2 / -24.3 eV
- DFT total energy: -9980.0685 eV
- HOMO-LUMO gap (spin up / spin down): 7.26 / 6.15 eV
- Net charge: +3
- LUMO level (spin up / spin down): -17.898 / -18.136 eV
- 2S+1: 1

```
8
Properties=species:S:1:pos:R:3:forces:R:3:mulliken_charge:R:1
O 1.471294 0.276133 0.223090 -4.9295 -1.3032 -1.5704 -0.270
Bi 3.384387 -0.180764 0.526651 5.6930 -0.8113 0.8361 1.639
C 0.335091 -0.103239 0.162890 -0.2996 4.1361 2.6920 0.626
C -0.967889 0.149410 0.438580 1.5348 -1.7627 1.6375 -0.336
H -1.254661 1.198785 0.534862 -0.2532 0.6208 -0.3872 0.424
H -1.481013 -0.663682 0.962709 -0.8474 -0.2528 -0.4251 0.419
H -0.288469 -0.430827 -1.526146 -3.1640 0.1772 -0.9710 0.170
H -1.198742 -0.245815 -1.322639 2.2659 -0.8040 -1.8119 0.328
```
Positions in Å, forces in eV/Å.

C2H4Br2N2O3S as an isolated structure at a distorted geometry. Source: the Open Molecules 2025 dataset; level of theory: ωB97M-V with the def2-TZVPD basis set.

Calculated values
- Maximum force: 5.26 eV/A
- HOMO level: -8.9 eV
- DFT total energy: -162178.4238 eV
- HOMO-LUMO gap: 9.29 eV
- LUMO level: 0.390 eV
- 2S+1: 1

```
14
Properties=species:S:1:pos:R:3:forces:R:3:mulliken_charge:R:1
C 1.703750 1.105885 2.554566 2.9225 2.1818 1.9427 0.501
C 0.419564 0.375121 -1.151525 -0.6160 0.6999 -1.7775 -0.288
N 2.614874 1.501386 3.227723 -3.5626 -3.7664 -0.8807 -0.418
N -1.985026 -1.290516 -1.491133 1.0260 -1.0813 -0.6354 -0.425
O 0.769255 0.737863 2.005607 -2.0314 -1.1677 -1.1636 -0.451
O -0.948897 -0.821000 0.524403 1.0008 1.6122 3.2891 -0.363
O 0.207687 -2.258389 -1.225315 0.0413 0.9860 0.7161 -0.593
S -0.484214 -1.042106 -0.892315 -0.6150 -2.3173 -1.8769 1.078
Br 0.672453 0.243479 -3.134757 0.5584 0.0458 0.2925 -0.173
Br -1.069959 1.705043 -1.040464 0.3251 0.7233 0.3448 -0.151
H -0.393272 -0.044179 0.975007 -1.0482 -1.9816 -0.8727 0.559
H 3.254869 2.172874 3.330757 2.5980 2.8085 0.1623 0.234
H -2.052260 -1.714534 -2.403549 0.3390 0.0063 0.0030 0.254
H -2.708824 -0.670928 -1.279005 -0.9378 1.2505 0.4561 0.237
```
Positions in Å, forces in eV/Å.

The molecule C2H4Br2S2 at a distorted geometry. Source: the Open Molecules 2025 dataset; level of theory: ωB97M-V with the def2-TZVPD basis set.

Calculated values
- SMILES: SSCC(Br)Br
- Maximum force: 2.80 eV/A
- HOMO level: -9.4 eV
- DFT total energy: -163893.4465 eV
- HOMO-LUMO gap: 9.63 eV
- LUMO level: 0.235 eV
- 2S+1: 1

```
10
Properties=species:S:1:pos:R:3:forces:R:3:mulliken_charge:R:1
S 2.381561 -0.861792 -1.537176 1.0833 -1.6023 1.7571 -0.244
S 0.496526 -1.165649 -0.864344 -0.1594 0.6398 0.1919 0.067
C 0.283688 0.084845 0.499809 -0.8714 0.5010 -0.7463 -0.611
C -1.314101 0.271401 0.729404 1.6916 1.8971 1.1817 -0.253
Br -2.282345 -1.382473 0.463872 0.0335 0.4588 0.1630 -0.071
Br -1.967668 1.779055 -0.384117 0.0576 -0.7869 0.4281 -0.097
H 2.352989 0.003022 -2.480526 -0.7481 1.4572 -1.4189 0.139
H 0.505409 -0.314327 1.473034 0.9454 -0.5042 0.2201 0.302
H 0.994054 0.985119 0.254798 -2.0310 -1.3997 0.5497 0.395
H -1.450114 0.600799 1.845245 -0.0014 -0.6608 -2.3264 0.372
```
Positions in Å, forces in eV/Å.

Q: What is the 2S+1 in the first record?
A: 1

Q: Number 4 is which compound?
A: C2H4BiO

Q: Look up the 2S+1 of the sixth one.
A: 1